1.
The following is a DFT calculation (ωB97M-V with the def2-TZVPD basis set) of one molecule with the formula C4H8O3 at a distorted geometry.

Bonds (Å) are listed after each position.
Cartesian coordinates (Å):
1 C -0.763 -0.932 0.749  C8 1.659, O10 1.385, H12 1.102, H14 1.101
2 H -3.188 0.554 -0.667  C9 1.099
3 H -2.227 1.214 0.721  C9 1.102
4 O 1.126 0.582 0.162  C8 1.358, C15 1.437
5 H 2.667 0.747 -1.289  C15 1.092
6 O 0.498 -0.813 -1.479  C8 1.205
7 H -1.273 0.686 -0.693  C9 1.140
8 C 0.306 -0.354 -0.381  C1 1.659, O4 1.358, O6 1.205
9 C -2.239 0.497 -0.116  H2 1.099, H3 1.102, H7 1.140, O10 1.398
10 O -2.072 -0.823 0.312  C1 1.385, C9 1.398
11 H 3.075 1.093 0.422  C15 1.091
12 H -0.610 -1.999 0.977  C1 1.102
13 H 2.800 -0.587 -0.122  C15 1.095
14 H -0.596 -0.324 1.653  C1 1.101
15 C 2.496 0.457 -0.249  O4 1.437, H5 1.092, H11 1.091, H13 1.095

Energy = -10418.6691 eV
Orbital gap = 10.8752 eV
Net charge = 0
Relative energy (zero: lowest compared OMol25 entry of this formula, charge and spin) = 2.3344 eV
SMILES = COCC(=O)OC

These are the Löwdin partial charges, in e, on atoms 1 to 2: C -0.12; H 0.11


2.
The following is a DFT calculation (ωB97M-V with the def2-TZVPD basis set) of a 2-piece molecular cluster, C4H11NO overall at a distorted geometry.

Bonds (Å) are listed after each position.
Cartesian coordinates (Å):
1 H -0.227 1.769 1.982  C16 1.107
2 C -0.276 1.260 -0.156  H9 1.107, C13 1.535, H15 1.107, C16 1.551
3 H 0.757 2.319 -1.754  C13 1.107
4 N 1.863 2.179 0.080  C6 1.466, C13 1.466, H14 1.028
5 H 1.450 3.483 1.713  C6 1.107
6 C 0.984 3.123 0.776  N4 1.466, H5 1.107, H12 1.107, C16 1.535
7 H -1.193 2.918 1.011  C16 1.107
8 H 2.534 -0.292 2.270  O11 0.984
9 H -0.216 0.228 0.240  C2 1.107
10 H 1.468 0.714 -1.417  C13 1.107
11 O 2.407 -1.023 2.916  H8 0.984, H17 0.984
12 H 0.746 4.009 0.157  C6 1.107
13 C 0.994 1.597 -0.948  C2 1.535, H3 1.107, N4 1.466, H10 1.107
14 H 2.674 2.654 -0.336  N4 1.028
15 H -1.182 1.326 -0.789  C2 1.107
16 C -0.283 2.288 1.005  H1 1.107, C2 1.551, C6 1.535, H7 1.107
17 H 3.320 -1.297 3.163  O11 0.984

Energy = -7863.7323 eV
Orbital gap = 10.0972 eV
Net charge = 0
Relative energy (zero: lowest compared OMol25 entry of this formula, charge and spin) = 0.8212 eV
SMILES = C1CCNC1.O

These are the Löwdin partial charges, in e, on atoms 1 to 2: H 0.11; C -0.19